# 1
Entry from OMol25: 6 unconnected molecules or ions with the total composition C38H62BrN4O16PS (wB97M-V/def2-TZVPD).

Values from the calculation:
Net charge: 0
Max |F| (eV Å⁻¹): 6.78
Calculated total energy (Eh): -6220.96518
LUMO level (hartree): -0.070
Orbital gap (eV): 6.6195

Structure (XYZ):
```
123
C38H62BrN4O16PS | OMol25 | wB97M-V/def2-TZVPD
C 11.46352 -2.54073 5.87761
C 10.22114 -2.80965 4.79068
C 9.35649 -4.15924 5.16283
C 9.93982 -5.54221 4.48682
C 8.73820 -6.68814 4.68689
C 7.56072 -6.34957 3.54875
C 6.16952 -5.86164 4.26674
C 5.33468 -4.55603 3.73041
P 5.81962 -3.47579 2.20115
O 6.59672 -4.44960 0.96048
Br 7.28908 -1.86878 2.98583
C 3.95772 -4.13058 4.57909
C 3.17675 -2.79087 4.04616
C 3.79931 -1.30298 4.45717
C 3.01149 0.00310 3.85918
N 1.80077 0.02901 2.97024
C 1.24448 -1.32607 2.63716
C 1.82061 -2.79331 3.08348
C 3.39644 -4.96780 5.88329
C 2.05128 -4.56882 6.75622
N 0.87219 -4.12482 5.91376
C 4.21274 -6.32920 6.40877
N 3.79757 -7.21859 7.56463
S 5.05836 -8.43216 7.57049
N 6.14812 -7.95105 6.25221
C 5.57677 -6.69741 5.57222
H 12.31282 -3.31867 5.67025
H 10.99235 -2.64139 6.96408
H 11.78247 -1.41612 5.71164
H 10.59762 -2.84755 3.67471
H 9.53008 -1.84688 4.88862
H 9.35997 -4.23805 6.35090
H 8.21657 -3.94350 4.88146
H 10.92579 -5.86553 5.03007
H 10.15681 -5.46758 3.33753
H 8.35751 -6.54877 5.78949
H 9.21992 -7.74330 4.48518
H 8.03453 -5.54438 2.84345
H 7.35621 -7.35335 2.96673
H 6.40465 -5.42523 1.08799
H 4.77120 -1.21663 5.14401
H 3.48963 1.06335 4.13132
H 0.26857 -1.34216 1.94865
H 1.33878 -3.83247 2.74719
H 2.29115 -3.79386 7.62938
H 1.70360 -5.57081 7.30356
H -0.04044 -4.43400 6.31392
H 0.91119 -3.06604 5.82055
C 1.43805 2.43771 0.26136
C 0.29972 2.06837 1.19735
O -0.77295 3.01544 1.10841
C -1.55393 2.91933 0.00206
O -1.42119 2.10618 -0.90120
O -2.48635 3.89992 0.05606
C -3.30520 3.97928 -1.10857
H 1.77195 3.46321 0.44732
H 2.28352 1.75740 0.39338
H 1.12431 2.39264 -0.78628
H 0.65996 2.09678 2.23114
H -0.06669 1.05261 1.01134
H -3.77510 3.01557 -1.33158
H -2.70829 4.32360 -1.96027
H -4.09448 4.71190 -0.92160
C 0.21821 -1.51168 -3.02561
C 0.71607 -0.10603 -3.31644
O 2.13822 -0.01644 -3.15847
C 2.87783 -0.56392 -4.15667
O 2.43835 -1.11073 -5.15795
O 4.18666 -0.42789 -3.83675
C 5.07212 -1.06477 -4.75519
H 0.54830 -1.83967 -2.03506
H -0.87333 -1.55224 -3.06984
H 0.61585 -2.23328 -3.74615
H 0.27463 0.58892 -2.59430
H 0.41714 0.23309 -4.31456
H 4.89148 -0.72786 -5.78142
H 4.96483 -2.15259 -4.68186
H 6.09651 -0.79974 -4.48128
C -9.88797 6.62548 -3.21060
C -9.83321 5.18825 -2.72103
O -8.61416 4.92762 -2.01289
C -8.54241 5.43575 -0.75597
O -9.41538 6.07919 -0.19150
O -7.32447 5.13396 -0.24665
C -7.07824 5.70997 1.03428
H -9.00150 6.86305 -3.80681
H -10.78180 6.79367 -3.81708
H -9.90508 7.33179 -2.37463
H -9.84690 4.51336 -3.58337
H -10.70058 4.93643 -2.10065
H -7.86728 5.44814 1.74712
H -6.98753 6.79784 0.94176
H -6.13061 5.31528 1.40956
C -6.27979 10.23152 -8.35146
C -7.41949 9.23971 -8.19115
O -7.59462 8.86845 -6.81748
C -8.19359 9.79630 -6.02786
O -8.58994 10.89566 -6.38706
O -8.24790 9.30662 -4.76646
C -8.75680 10.23465 -3.81097
H -5.36092 9.83714 -7.90664
H -6.10088 10.44760 -9.40803
H -6.49738 11.17566 -7.84227
H -7.17740 8.32172 -8.73704
H -8.35630 9.62551 -8.60847
H -9.73519 10.62221 -4.11402
H -8.04340 11.05441 -3.67205
H -8.87348 9.71334 -2.85742
C -6.16912 -5.23466 -2.44307
C -5.67125 -3.82901 -2.73390
O -4.24911 -3.73942 -2.57592
C -3.50950 -4.28690 -3.57413
O -3.94897 -4.83371 -4.57541
O -2.20067 -4.15087 -3.25421
C -1.31521 -4.78775 -4.17265
H -5.83903 -5.56265 -1.45252
H -7.26066 -5.27522 -2.48729
H -5.77147 -5.95626 -3.16360
H -6.11270 -3.13406 -2.01176
H -5.97019 -3.48988 -3.73202
H -1.49585 -4.45084 -5.19888
H -1.42250 -5.87557 -4.09931
H -0.29082 -4.52271 -3.89873
```



# 2
Entry from OMol25: a molecular structure, C38H63IN3O4PtSSbSe (wB97M-V/def2-TZVPD).

Values from the calculation:
Net charge: 0
Max |F| (eV Å⁻¹): 0.75
Calculated total energy (Eh): -5407.82543
LUMO level (spin up / spin down) (hartree): 0.017 / -0.019
<S²>: 2.012
Orbital gap (spin up / spin down) (eV): 7.3174 / 7.1783
2S+1: 3

Structure (XYZ):
```
113
C38H63IN3O4PtSSbSe | OMol25 | wB97M-V/def2-TZVPD
Pt -0.29380 -1.15139 -0.01646
C 0.85835 -2.35636 -6.79254
C 0.65318 -2.94216 -5.39699
C 0.86276 -1.91758 -4.28267
C 2.34109 -1.67865 -3.99183
N 2.57581 -0.64414 -2.99448
C 2.44421 -0.79686 -1.65706
Se 1.96047 -2.37907 -0.84208
N 2.79768 0.36699 -1.05412
C 2.69127 0.67763 0.36167
C 4.02657 1.07668 0.99862
C 5.13462 0.03371 0.84683
C 4.85432 -1.25087 1.62334
C 3.08659 1.30277 -2.03614
C 3.46547 2.63513 -1.96139
C 3.62468 3.31835 -3.15503
C 3.43711 2.68845 -4.38399
C 3.10453 1.34798 -4.46270
C 2.92743 0.66545 -3.26820
H 0.69330 -3.11467 -7.55831
H 1.87108 -1.97009 -6.92054
H 0.15474 -1.54187 -6.97050
H 1.33267 -3.78680 -5.24781
H -0.36602 -3.32585 -5.32412
H 0.38343 -2.26013 -3.36759
H 0.38853 -0.97025 -4.54635
H 2.86555 -1.37708 -4.89898
H 2.79295 -2.60201 -3.62509
H 2.29335 -0.20306 0.86319
H 1.96615 1.48898 0.45829
H 3.83763 1.24916 2.06208
H 4.37424 2.02080 0.57541
H 6.06767 0.47417 1.20616
H 5.27383 -0.19719 -0.21328
H 4.59617 -1.02342 2.66029
H 5.73429 -1.89458 1.62931
H 4.03547 -1.81300 1.17485
H 3.61019 3.12971 -1.01238
H 3.87350 4.37035 -3.13523
H 3.53547 3.26644 -5.29209
H 2.97585 0.86049 -5.41952
C 1.72078 -2.37984 3.81972
C 0.40400 -1.64576 4.06269
C 0.65382 -0.14006 4.10882
C -0.22730 -2.11076 5.36855
Sb -0.87769 -2.02367 2.27432
C -1.23259 -4.21434 2.08902
C -2.22473 -4.40648 0.94601
C -1.75121 -4.84170 3.37586
C 0.10378 -4.81988 1.67140
C -2.79006 -0.89927 2.56719
C -3.37468 -0.99180 3.96922
C -3.77064 -1.42678 1.53237
C -2.42925 0.54343 2.22059
H 2.48213 -2.03276 4.52592
H 2.09472 -2.20891 2.80643
H 1.60256 -3.45442 3.96361
H 1.43615 0.08837 4.84040
H -0.24616 0.39998 4.40865
H 0.97972 0.23787 3.13583
H 0.45900 -1.90147 6.19661
H -0.42479 -3.18201 5.36325
H -1.16393 -1.59318 5.57347
H -3.24447 -4.16301 1.23981
H -2.21134 -5.45047 0.61749
H -1.94634 -3.78651 0.08960
H -2.64369 -4.32808 3.73920
H -0.99661 -4.81123 4.16245
H -2.01024 -5.89031 3.19661
H 0.51325 -4.29425 0.80550
H -0.03542 -5.86774 1.38773
H 0.84250 -4.78465 2.47257
H -3.55025 -2.02764 4.26627
H -4.33574 -0.46714 3.99893
H -2.71972 -0.52308 4.70533
H -4.18291 -2.39366 1.82178
H -3.28971 -1.51989 0.55521
H -4.60273 -0.72336 1.41988
H -1.73393 0.97718 2.94193
H -3.32796 1.16946 2.20648
H -1.97182 0.60559 1.22935
C -1.47692 5.04292 3.40278
C -1.62682 5.04768 1.90724
C -2.81773 5.44290 1.30191
C -2.93474 5.47762 -0.07843
C -1.84812 5.10840 -0.85270
C -0.65500 4.71733 -0.27433
C -0.54750 4.68734 1.10306
S -1.94550 5.17002 -2.61898
O -2.64553 6.34866 -3.04051
O -0.62882 4.95617 -3.16639
N -2.96943 3.88778 -2.94366
C -2.65776 2.58187 -2.33769
C -1.41198 1.83132 -2.85335
C -0.86551 0.92258 -1.75791
O -0.74487 -0.31957 -2.03060
O -0.59763 1.41806 -0.64542
H -2.42380 5.24386 3.90044
H -0.76730 5.81292 3.71038
H -1.09253 4.08214 3.74708
H -3.66239 5.73108 1.91519
H -3.85266 5.78825 -0.56021
H 0.16269 4.43522 -0.91644
H 0.38702 4.39497 1.56914
H -3.10915 3.84292 -3.94849
H -3.54405 1.95802 -2.46539
H -2.53010 2.76729 -1.27138
H -0.63023 2.55015 -3.09878
H -1.64449 1.23840 -3.73876
I -5.04061 -2.93837 -1.93212
C -3.18934 -2.02509 -1.92733
H -2.34197 -2.67375 -2.08481
H -3.16609 -1.02304 -2.32223
```



> Look up the net charge of the second one.

0